# 1
Molecular formula: C9H18O2
Method: DFT, ωB97M-V/def2-TZVPD

```
! RIJCOSX wB97M-V def2-TZVPD def2/J DEFGRID3
* xyz 0 1
O 0.4436 -3.2449 -1.5579
C 1.1943 -2.4008 -1.1203
C 2.6575 -2.2052 -1.4736
C 3.1782 -1.2692 -0.4044
C 2.0057 -0.3753 -0.0597
C 0.8259 -1.3421 -0.0985
H 2.7191 -1.7580 -2.4861
H 3.1609 -3.1838 -1.5092
H 3.4869 -1.8531 0.4698
H 4.0561 -0.6998 -0.7446
H 1.9080 0.4107 -0.8190
H 2.1649 0.1328 0.9105
H -0.1206 -0.8807 -0.4356
H 0.6340 -1.8437 0.8704
C -1.4305 0.5648 1.9146
C -2.0842 1.5202 0.9070
C -1.1316 2.6575 0.5581
C -2.5677 0.7710 -0.3230
O -3.2624 1.6856 -1.1382
H -1.9294 -0.4027 1.9267
H -0.3800 0.3877 1.6459
H -1.4431 1.0017 2.9199
H -2.9652 1.9582 1.3950
H -0.2319 2.2809 0.0499
H -0.8213 3.1942 1.4683
H -1.6044 3.3943 -0.1116
H -3.2097 -0.0592 0.0017
H -1.6847 0.3304 -0.8166
H -3.5683 1.2286 -1.9393
*
```

The value obtained for the HOMO-LUMO gap is 10.25 eV. The largest force on an atom is 0.0225 Eh/bohr. The calculation puts the energy at -13719.776 eV. The SMILES is O=C1CCCC1.CC(C)CO. Its energy relative to the best compared isomer or geometry (same formula, charge and spin) is 1.164 eV. The calculation puts the HOMO energy at -9.4681 eV.

These are the natural (NBO) partial charges, in e, on atoms 1 to 5: -0.53, 0.61, -0.53, -0.40, -0.41

=====

# 2
Molecular formula: C4H6O2
Method: DFT, ωB97M-V/def2-TZVPD

```
! RIJCOSX wB97M-V def2-TZVPD def2/J DEFGRID3
* xyz 0 1
C -1.6347 -0.3855 -0.7445
C -0.6730 -0.5107 0.3016
O -0.8507 -0.3507 1.5465
C 0.5460 0.4512 -0.2785
C 1.7372 0.2065 0.6255
O 2.8691 0.3229 0.2239
H -0.1951 -1.4991 -0.0493
H -1.3356 -0.5790 -1.7710
H -2.6726 -0.1105 -0.5552
H 0.8307 0.2836 -1.3193
H 0.1953 1.4786 -0.1415
H 1.4803 -0.0692 1.6637
*
```

The value obtained for the HOMO-LUMO gap (spin up / spin down) is 8.38 / 7.07 eV. The largest force on an atom is 0.0219 Eh/bohr. The calculation puts the energy at -8335.563 eV. Its energy relative to the best compared isomer or geometry (same formula, charge and spin) is 4.898 eV. The calculation puts the HOMO energy (spin up / spin down) at -9.4890 / -9.1064 eV.

These are the natural (NBO) partial charges, in e, on atoms 1 to 5: -0.15, 0.01, -0.60, -0.45, 0.42

=====

# 3
Molecular formula: C20H20N6O2
Method: DFT, ωB97M-V/def2-TZVPD

```
! RIJCOSX wB97M-V def2-TZVPD def2/J DEFGRID3
* xyz 0 1
C -1.1969 -4.1350 -8.0391
N -1.1469 -3.6092 -6.6444
C -1.2853 -2.2871 -6.2890
C -1.0662 -2.1924 -4.9233
C -1.1607 -0.9801 -4.1043
C -1.8312 0.1743 -4.5185
C -1.9152 1.3417 -3.7101
C -1.3174 1.3323 -2.4277
C -1.3899 2.4326 -1.5498
N -0.7364 2.4506 -0.3691
C -0.1309 1.3365 0.0521
N 0.3475 1.5318 1.3188
C 0.9752 0.6410 2.1518
O 1.5141 -0.3812 1.7009
N 0.9474 0.8448 3.4825
C 1.2780 -0.2340 4.4399
N 1.0761 0.3268 5.7725
C 2.2846 0.5362 6.6063
C 2.5915 2.0198 6.4225
C 1.2223 2.6928 6.3725
C 0.3575 1.6466 5.6434
C 0.3262 1.8864 4.1448
O -0.3307 2.7880 3.6803
C -0.1089 0.1407 -0.7050
C -0.6968 0.1501 -1.9950
C -0.6273 -1.0038 -2.8154
C -0.7323 -3.5711 -4.5162
N -0.8469 -4.3766 -5.5419
H -1.3662 -5.2450 -8.0200
H -0.2751 -3.9091 -8.5876
H -2.0071 -3.6886 -8.5521
H -1.5168 -1.4552 -6.9715
H -2.3651 0.1893 -5.4681
H -2.4190 2.2405 -4.0753
H -1.9451 3.2908 -1.8426
H -0.0098 2.4061 1.6964
H 0.6185 -1.1159 4.3158
H 2.2978 -0.6263 4.1943
H 3.1234 -0.0576 6.3155
H 2.0697 0.3538 7.6706
H 3.1551 2.3915 7.2732
H 3.1535 2.1492 5.4822
H 1.2408 3.6566 5.7729
H 0.8036 2.8069 7.3854
H -0.6835 1.6218 6.0089
H 0.3526 -0.7413 -0.3140
H -0.1225 -1.8826 -2.4043
H -0.5052 -3.8875 -3.5193
*
```

The value obtained for the HOMO-LUMO gap is 7.91 eV. The largest force on an atom is 0.0797 Eh/bohr. The calculation puts the energy at -34100.543 eV. The SMILES is Cn1cc(-c2ccc3cnc(NC(=O)N4CN5CCC[C@H]5C4=O)cc3c2)cn1. Its energy relative to the best compared isomer or geometry (same formula, charge and spin) is 0.000 eV. The calculation puts the HOMO energy at -7.7369 eV.

These are the natural (NBO) partial charges, in e, on atoms 1 to 5: -0.40, -0.18, -0.03, -0.16, -0.04

=====

# 4
Molecular formula: C4H4InO2
Method: DFT, ωB97M-V/def2-TZVPD

```
! RIJCOSX wB97M-V def2-TZVPD def2/J DEFGRID3
* xyz 0 2
O -1.4374 1.1287 0.6035
C -0.2064 1.1826 0.0928
H 0.4389 1.9501 0.5593
C 0.1390 0.5612 -1.1298
C 1.5566 0.0921 -1.1753
C 1.3474 -0.4539 0.2312
O 0.5385 -1.4149 0.5374
In -1.3826 -0.8658 0.6331
H -0.6143 0.1192 -1.7929
H 2.2861 0.9206 -1.1253
H 1.8263 -0.6856 -1.9022
*
```

The value obtained for the HOMO-LUMO gap (spin up / spin down) is 7.36 / 5.99 eV. The largest force on an atom is 0.1353 Eh/bohr. The calculation puts the energy at -13476.219 eV. The calculation puts the HOMO energy (spin up / spin down) at -7.5527 / -7.5472 eV.

These are the natural (NBO) partial charges, in e, on atoms 1 to 5: -0.81, 0.12, 0.20, -0.36, -0.54

=====

# 5
Molecular formula: C24H71ClFIN31O16P
Method: DFT, ωB97M-V/def2-TZVPD

```
! RIJCOSX wB97M-V def2-TZVPD def2/J DEFGRID3
* xyz 0 1
C -0.7300 -2.7698 -1.3374
C -1.2002 -1.5766 -0.5163
C -0.4925 -1.3167 0.8246
I 1.5847 -1.8493 0.7462
C -0.8299 0.1161 1.3799
C -2.3013 -0.0148 1.5642
N -3.4252 -0.1669 1.6682
C -0.6650 1.3238 0.3946
C 0.6512 1.5046 -0.3491
C 0.7811 2.9051 -0.9693
F 0.7129 0.5727 -1.4109
C -0.2467 0.4683 2.8391
Cl 0.0312 -0.9824 3.8401
C -1.2437 1.2983 3.5516
N -1.9960 1.9855 4.0567
P 1.2908 1.5415 3.1010
N 1.3767 1.8354 4.6173
O 1.0514 2.8478 2.2297
O 2.5459 0.8568 2.4119
H 0.2314 -2.6056 -1.8245
H -1.4579 -2.9231 -2.1418
H -0.7373 -3.6873 -0.7382
H -2.2409 -1.7883 -0.2357
H -1.2107 -0.6809 -1.1275
H -0.9133 -2.0396 1.5278
H -0.9184 2.2339 0.9435
H -1.4434 1.2271 -0.3722
H 1.5327 1.3295 0.2705
H -0.0460 3.5370 -0.6321
H 1.7333 3.3824 -0.7416
H 0.6502 2.8146 -2.0524
H 2.2505 1.5621 5.0524
H 0.8212 3.5394 2.8768
H 2.7551 0.0357 2.8908
C -1.5891 -4.8309 2.3454
O -1.8799 -3.8024 1.7415
N -1.9835 -6.0577 1.9049
N -0.8685 -4.8201 3.4951
H -1.7588 -6.9107 2.3816
H -2.5222 -6.0935 1.0599
H -0.5725 -3.9280 3.8426
H -0.6334 -5.6462 4.0168
C -0.4452 -0.8541 -5.1182
O -0.6865 -1.4309 -4.0680
N -0.7346 -1.4044 -6.3337
N 0.1394 0.3785 -5.1517
H -0.5386 -0.9527 -7.2066
H -1.1562 -2.3145 -6.3370
H 0.3832 0.7973 -4.2729
H 0.3546 0.8699 -5.9986
C -3.5113 1.7263 -3.2159
O -2.9241 2.6048 -2.5822
N -2.9029 0.5857 -3.6193
N -4.8194 1.8697 -3.5560
H -3.3667 -0.1401 -4.1326
H -1.9331 0.4567 -3.3946
H -5.2874 2.7176 -3.2799
H -5.3302 1.1781 -4.0712
C 4.1197 -5.6430 -0.1695
O 3.8485 -6.0859 0.9359
N 4.9582 -6.2886 -1.0276
N 3.6156 -4.4455 -0.5972
H 5.2040 -5.9356 -1.9327
H 5.3445 -7.1632 -0.7182
H 3.0456 -3.9457 0.0657
H 3.8113 -4.0380 -1.4924
C 2.4375 0.7710 8.1665
O 3.1071 -0.1178 8.6598
N 1.3671 0.5268 7.3532
N 2.7079 2.0980 8.3791
H 0.8169 1.2468 6.9206
H 1.1456 -0.4333 7.1690
H 3.4871 2.3169 8.9707
H 2.1696 2.8422 7.9777
C -2.6692 -5.5039 6.8094
O -1.6267 -6.1247 6.6926
N -3.8665 -6.1141 7.0575
N -2.7268 -4.1413 6.6967
H -4.7324 -5.6183 7.1504
H -3.8614 -7.1126 7.1504
H -1.8646 -3.6627 6.5185
H -3.5710 -3.6082 6.7844
C -6.8272 -2.4694 2.8831
O -7.5401 -3.3987 3.2232
N -5.4657 -2.5302 2.9056
N -7.3378 -1.2748 2.4471
H -4.8754 -1.7673 2.6246
H -5.0464 -3.3865 3.2158
H -8.3355 -1.1853 2.4181
H -6.7621 -0.5028 2.1671
C -0.5807 5.6839 -3.0230
O 0.4967 5.1690 -3.2875
N -1.6701 4.9518 -2.6793
N -0.7589 7.0437 -3.0572
H -2.5555 5.3535 -2.4362
H -1.5901 3.9459 -2.6485
H 0.0331 7.6076 -3.3034
H -1.6241 7.4893 -2.8165
C 4.2600 2.1066 -3.7894
O 5.3037 1.5014 -4.0052
N 3.1100 1.4658 -3.4236
N 4.1721 3.4559 -3.9079
H 2.2480 1.9400 -3.2302
H 3.1439 0.4672 -3.3309
H 4.9950 3.9403 -4.2299
H 3.3252 3.9721 -3.7461
C 6.4728 3.2904 -7.0176
O 6.1856 4.1762 -6.2263
N 6.2400 1.9738 -6.7617
N 7.0515 3.5686 -8.2299
H 6.4619 1.2371 -7.4027
H 5.8243 1.7596 -5.8673
H 7.2348 4.5314 -8.4404
H 7.3004 2.8645 -8.8973
C 6.8131 -7.7965 2.8920
O 6.1871 -8.8143 2.6402
N 6.4090 -6.5518 2.5250
N 8.0051 -7.8367 3.5761
H 6.9288 -5.7130 2.7288
H 5.5315 -6.4516 2.0403
H 8.3372 -8.7364 3.8661
H 8.5367 -7.0176 3.8014
C -5.4861 6.0477 -4.3258
O -6.1587 5.1451 -3.8447
N -4.1267 5.9674 -4.3848
N -6.0430 7.1866 -4.8321
H -3.5335 6.6737 -4.7788
H -3.7125 5.1266 -4.0215
H -7.0432 7.2633 -4.8147
H -5.5060 7.9324 -5.2321
C -8.9235 6.6512 -0.7888
O -9.1720 7.4969 0.0502
N -9.3969 5.3694 -0.7040
N -8.1491 6.9084 -1.8870
H -9.1962 4.6614 -1.3841
H -9.9674 5.1438 0.0889
H -7.7781 7.8359 -1.9706
H -7.9125 6.2209 -2.5824
C 6.7893 -2.6889 2.3166
O 7.4377 -3.6398 2.7213
N 5.7388 -2.8315 1.4548
N 7.0741 -1.4057 2.6914
H 5.2020 -2.0635 1.0992
H 5.5057 -3.7640 1.1645
H 7.8413 -1.2719 3.3234
H 6.5643 -0.6076 2.3645
*
```

The value obtained for the HOMO-LUMO gap is 8.64 eV. The largest force on an atom is 0.0306 Eh/bohr. The calculation puts the energy at -137638.808 eV. The calculation puts the HOMO energy at -8.8642 eV.

These are the Mulliken partial charges, in e, on atoms 1 to 5: -1.60, 0.32, -1.64, 0.30, 1.92

=====

# 6
Molecular formula: C24H19N4O2S2W
Method: DFT, ωB97M-V/def2-TZVPD

```
! RIJCOSX wB97M-V def2-TZVPD def2/J DEFGRID3
* xyz 3 3
W 0.5517 -0.8790 0.0548
C 1.8189 2.1302 -1.1765
C 2.8531 1.0553 -0.9728
C 4.1593 1.3293 -1.3330
C 5.1678 0.4043 -1.1098
C 4.8520 -0.7936 -0.4713
C 3.5525 -1.0456 -0.1298
N 2.5240 -0.1605 -0.4150
C 3.1638 -2.2343 0.6212
C 4.0256 -3.2268 1.0428
C 3.5145 -4.2847 1.7804
C 2.1609 -4.3266 2.0793
C 1.3511 -3.3027 1.6277
N 1.8589 -2.2829 0.9214
C -0.0790 -3.1885 1.8825
C -0.7613 -4.1026 2.6335
C -2.1129 -3.8856 2.9093
C -2.7095 -2.7191 2.4538
C -1.9928 -1.8052 1.6994
C -2.6602 -0.5239 1.2820
N -0.6850 -2.0564 1.3617
H 2.2984 3.0625 -1.4434
H 1.2465 2.3062 -0.2675
H 1.1493 1.8721 -2.0031
H 4.3827 2.2857 -1.7824
H 6.1940 0.6214 -1.3978
H 5.6299 -1.5014 -0.2402
H 5.0754 -3.1929 0.8124
H 4.1707 -5.0748 2.1250
H 1.7634 -5.1470 2.6528
H -0.2659 -4.9764 3.0222
H -2.6787 -4.6057 3.4972
H -3.7415 -2.5024 2.6896
H -3.6099 -0.4150 1.7886
H -2.8745 -0.5314 0.2079
H -2.0493 0.3456 1.5382
O -3.1383 4.2279 1.3816
S -2.2302 4.3197 0.3098
O -1.2359 5.3088 0.1863
N -1.3334 2.7575 0.3367
C -1.6516 2.1696 -0.7142
S -0.7941 0.4706 -0.9376
C -2.5552 2.6589 -1.7230
C -2.9930 2.1123 -2.9337
C -3.8889 2.8476 -3.6934
C -4.3403 4.0908 -3.2739
C -3.8940 4.6428 -2.0514
C -3.0205 3.9055 -1.3263
H -2.6427 1.1346 -3.2679
H -4.2464 2.4449 -4.6349
H -5.0388 4.6481 -3.8814
H -4.2409 5.6129 -1.7178
*
```

The value obtained for the HOMO-LUMO gap (spin up / spin down) is 4.72 / 5.48 eV. The largest force on an atom is 0.0384 Eh/bohr. The calculation puts the energy at -58718.468 eV. Its energy relative to the best compared isomer or geometry (same formula, charge and spin) is 2.995 eV. The calculation puts the HOMO energy (spin up / spin down) at -17.2545 / -17.2628 eV.

These are the natural (NBO) partial charges, in e, on atoms 1 to 5: 1.63, -0.68, 0.33, -0.22, -0.02

=====

# 7
Molecular formula: C4H12N3
Method: DFT, ωB97M-V/def2-TZVPD

```
! RIJCOSX wB97M-V def2-TZVPD def2/J DEFGRID3
* xyz 0 2
C 2.6860 0.5315 0.5808
N 0.0381 -1.7709 -0.2841
C 1.2308 -1.3500 -0.0279
N 1.4079 -0.0997 0.3588
H 2.8366 1.3306 -0.1452
H 3.4695 -0.2120 0.4629
H 2.7465 0.9205 1.5941
H -0.7716 -0.9579 -0.1068
H -0.0933 -2.7008 -0.6453
H 2.1165 -1.9706 -0.1030
H 0.5456 0.4618 0.4307
C -2.5159 0.6931 0.6560
C -1.2983 0.6917 -1.3976
N -1.3383 0.3156 -0.0785
H -3.2576 -0.1209 0.6967
H -3.0240 1.5528 0.2105
H -2.2727 0.9858 1.6792
H -0.6307 0.1808 -2.0795
H -1.8752 1.5185 -1.8019
*
```

The value obtained for the HOMO-LUMO gap (spin up / spin down) is 5.19 / 8.93 eV. The largest force on an atom is 0.0281 Eh/bohr. The calculation puts the energy at -8809.848 eV. Its energy relative to the best compared isomer or geometry (same formula, charge and spin) is 1.205 eV. The calculation puts the HOMO energy (spin up / spin down) at -4.4945 / -8.2469 eV.

These are the natural (NBO) partial charges, in e, on atoms 1 to 5: -0.40, -0.75, 0.36, -0.57, 0.21

=====

# 8
Molecular formula: C16H33F3O8
Method: DFT, ωB97M-V/def2-TZVPD

```
! RIJCOSX wB97M-V def2-TZVPD def2/J DEFGRID3
* xyz 0 1
C 10.1496 20.1938 -12.0083
C 10.2381 18.6954 -11.6014
O 9.0163 18.0285 -11.7656
C 8.8624 16.7309 -11.5728
O 9.7094 16.0952 -10.8938
C 7.5322 16.1008 -12.0966
F 6.4549 16.8434 -11.7448
F 7.6790 15.9551 -13.3881
F 7.4817 14.8619 -11.6057
H 11.1841 20.5336 -12.0584
H 9.3963 20.6992 -11.4040
H 9.9168 20.2157 -13.0730
H 10.5601 18.6151 -10.5631
H 11.0280 18.1265 -12.0917
C 14.4248 17.5409 -16.2609
O 14.8047 16.2823 -16.6281
C 16.2348 16.1514 -17.1018
C 17.2099 15.9047 -15.9762
O 17.3221 16.8989 -15.0019
C 17.1480 16.4628 -13.6360
C 17.4167 17.6522 -12.6654
O 16.5419 18.7364 -12.9212
C 17.1249 19.6897 -13.8895
H 14.4850 18.1918 -17.1332
H 15.1942 17.9619 -15.6137
H 13.4540 17.5657 -15.7659
H 16.6376 16.9653 -17.7046
H 16.1902 15.2546 -17.7198
H 18.2079 15.7110 -16.3695
H 16.7733 14.9980 -15.5576
H 17.8314 15.6284 -13.4787
H 16.1042 16.1837 -13.4923
H 18.4304 18.0417 -12.7592
H 17.3626 17.2411 -11.6573
H 17.5652 19.2802 -14.7987
H 17.8838 20.2199 -13.3141
H 16.4053 20.4894 -14.0650
C 0.8148 13.2764 -12.8194
O 0.7168 13.4979 -11.3989
C 0.0807 12.4454 -10.7107
C -0.3853 12.7357 -9.2596
O 0.6233 13.0999 -8.4374
C 1.8018 12.2598 -8.3109
C 2.8639 12.9191 -7.4737
O 2.5164 13.3626 -6.1815
C 2.1103 12.2725 -5.3798
H -0.0900 12.9241 -13.3146
H 1.5430 12.4763 -12.9525
H 1.2916 14.0403 -13.4336
H 0.6230 11.5004 -10.7393
H -0.8554 12.2419 -11.2307
H -0.9433 11.8612 -8.9248
H -1.0711 13.5759 -9.3687
H 2.2661 11.9711 -9.2539
H 1.6235 11.3047 -7.8168
H 2.9108 13.9023 -7.9419
H 3.8101 12.3808 -7.5298
H 1.1399 11.9131 -5.7224
H 1.9720 12.4353 -4.3110
H 2.8151 11.4420 -5.3384
*
```

The value obtained for the HOMO-LUMO gap is 9.92 eV. The largest force on an atom is 0.1054 Eh/bohr. The calculation puts the energy at -41653.826 eV. The SMILES is CCOC(=O)C(F)(F)F.COCCOCCOC.COCCOCCOC. Its energy relative to the best compared isomer or geometry (same formula, charge and spin) is 2.748 eV. The calculation puts the HOMO energy at -9.3347 eV.

These are the natural (NBO) partial charges, in e, on atoms 1 to 5: -0.63, -0.07, -0.49, 0.68, -0.56

=====

What is the formula in the sixth record? C24H19N4O2S2W